Here is C43H34AgN5OS3 as an isolated structure from OMol25. Energies are from ωB97M-V with the def2-TZVPD basis set.

Output
gap between HOMO and LUMO: 0.1041 Eh
calculated total energy: -3349.65255 Eh
net charge: -2
HOMO: -0.097 eV

Each line ends with the Mulliken charge.
Positions of all 87 atoms, in Å:
Ag (0.692230, 0.480138, 4.521057)  -0.66
S (2.856307, -0.647871, 4.055033)  -0.39
C (3.248554, -1.464325, 5.581617)  0.39
C (4.348928, -2.329014, 5.530769)  -0.75
C (4.806843, -3.057584, 6.619853)  -0.46
C (4.138393, -2.919929, 7.830291)  -0.45
C (3.049816, -2.068625, 7.906561)  -0.49
C (2.552698, -1.312034, 6.826821)  0.16
S (1.165742, -0.288059, 7.106822)  -0.56
H (4.856806, -2.423056, 4.576229)  0.27
H (5.664478, -3.715742, 6.519952)  0.30
H (4.459540, -3.471441, 8.709702)  0.29
H (2.522794, -1.957136, 8.848611)  0.30
C (1.049746, -5.734050, 0.383740)  -1.85
C (1.311733, -4.236541, 0.170865)  2.35
C (1.619414, -3.977923, -1.310870)  -1.64
C (2.540759, -3.840506, 0.990991)  -1.97
C (0.073763, -3.438412, 0.580737)  0.36
C (-1.150046, -3.662024, -0.077834)  -0.31
C (-2.301826, -2.964077, 0.245583)  -1.29
C (-2.239083, -2.006506, 1.251533)  1.38
S (-3.442625, -0.927676, 1.888928)  -0.50
C (-2.198503, -0.243258, 3.001927)  0.74
N (-1.060312, -0.805348, 2.881235)  0.19
C (-1.029938, -1.778161, 1.918774)  -2.83
C (0.121504, -2.492155, 1.587993)  0.80
C (-2.469996, 0.891492, 3.891462)  1.10
C (-3.773692, 1.399926, 3.946537)  -0.42
C (-4.051971, 2.522264, 4.702654)  -0.58
C (-3.005835, 3.107549, 5.418792)  -0.49
C (-1.731042, 2.566269, 5.364496)  0.08
C (-1.366306, 1.441173, 4.589813)  -1.02
H (1.927940, -6.318014, 0.092915)  0.44
H (0.198989, -6.080968, -0.206463)  0.32
H (0.836954, -5.933670, 1.435446)  0.41
H (2.509956, -4.536017, -1.615045)  0.45
H (1.804895, -2.914458, -1.477061)  0.25
H (0.791386, -4.281827, -1.954571)  0.32
H (3.401808, -4.429827, 0.663890)  0.43
H (2.397452, -4.010690, 2.058668)  0.45
H (2.782177, -2.784755, 0.863258)  0.21
H (-1.204568, -4.400133, -0.870412)  0.35
H (-3.225563, -3.158389, -0.286624)  0.35
H (1.014482, -2.254949, 2.157605)  0.64
H (-4.574799, 0.922081, 3.387510)  0.27
H (-5.056066, 2.930084, 4.745234)  0.35
H (-3.200562, 3.988276, 6.025507)  0.35
H (-0.955332, 3.043921, 5.958368)  0.32
C (-2.137916, 3.353677, -10.636310)  -0.84
O (-1.057519, 2.649993, -10.067275)  -0.47
C (-0.991752, 2.608961, -8.703834)  1.05
C (-1.908471, 3.212992, -7.858050)  -0.61
C (-1.740533, 3.104599, -6.479981)  -0.73
C (-0.678372, 2.406412, -5.927467)  0.27
C (0.235619, 1.803187, -6.801716)  -0.51
C (0.084155, 1.901497, -8.164999)  -0.60
C (-0.470583, 2.274101, -4.483701)  0.23
N (0.534406, 1.639443, -3.931092)  -0.81
C (0.345029, 1.760155, -2.573372)  0.16
C (-0.793066, 2.481213, -2.310037)  0.02
N (-1.310706, 2.806512, -3.542878)  -0.14
C (-1.259539, 2.784966, -0.994078)  0.82
C (-2.412522, 3.517867, -0.691434)  -0.63
C (-2.733532, 3.749530, 0.622210)  -0.87
C (-1.880092, 3.249881, 1.618229)  -0.36
N (-0.796067, 2.555613, 1.349723)  -0.35
C (-0.477112, 2.302369, 0.076397)  0.18
C (0.728682, 1.494704, -0.179913)  -0.23
N (1.376039, 1.005012, 0.886555)  -0.09
C (2.441833, 0.257433, 0.687515)  0.01
C (2.937557, -0.044841, -0.591196)  -0.65
C (2.281630, 0.443158, -1.693117)  -0.74
C (1.140991, 1.229848, -1.499552)  0.93
H (-2.022373, 3.274330, -11.714324)  0.24
H (-2.123770, 4.410052, -10.351581)  0.33
H (-3.098510, 2.917825, -10.345965)  0.33
H (-2.750374, 3.766053, -8.248369)  0.37
H (-2.469587, 3.586763, -5.839578)  0.24
H (1.064023, 1.257540, -6.370395)  0.49
H (0.788878, 1.435674, -8.841393)  0.41
H (-2.146362, 3.330945, -3.709585)  0.16
H (-3.047698, 3.897505, -1.486233)  0.31
H (-3.620497, 4.304087, 0.899216)  0.44
H (-2.093088, 3.415589, 2.669392)  0.49
H (2.921477, -0.133574, 1.581135)  0.26
H (3.818676, -0.665826, -0.690545)  0.43
H (2.613021, 0.226723, -2.701301)  0.50

Cartesian forces, eV/Å:
Ag -0.338 0.093 0.494
S -0.219 0.069 0.136
C -0.079 0.047 0.050
C 0.089 -0.077 0.009
C -0.048 0.055 -0.037
C 0.022 -0.018 -0.001
C -0.115 0.056 0.135
C 0.300 -0.123 -0.270
S 0.046 -0.008 -0.202
H -0.002 0.001 0.003
H -0.001 0.001 -0.006
H -0.011 0.008 0.003
H 0.023 -0.020 0.003
C -0.005 0.014 -0.005
C 0.018 -0.020 0.005
C -0.006 0.012 0.011
C -0.024 -0.005 -0.021
C 0.040 -0.007 -0.003
C -0.060 0.028 0.015
C 0.008 -0.043 -0.068
C 0.028 0.069 0.077
S 0.092 0.109 0.041
C -0.196 -0.119 -0.298
N 0.185 -0.078 0.077
C -0.020 -0.080 -0.105
C 0.001 0.039 0.057
C 0.070 0.005 0.009
C 0.020 -0.011 -0.002
C 0.052 0.042 0.044
C -0.151 -0.004 -0.046
C 0.335 -0.078 0.048
C -0.052 0.151 -0.147
H 0.001 0.002 -0.001
H 0.001 -0.003 0.003
H -0.002 -0.010 -0.002
H 0.002 -0.003 -0.001
H -0.004 -0.003 -0.009
H 0.000 0.006 -0.001
H -0.001 -0.001 0.000
H 0.002 0.006 0.000
H 0.020 0.016 0.019
H 0.006 -0.003 0.005
H 0.004 -0.003 0.001
H 0.019 -0.017 -0.016
H 0.006 -0.011 0.002
H -0.001 -0.010 0.002
H 0.021 0.001 0.004
H -0.022 0.013 -0.004
C -0.036 0.024 -0.037
O 0.007 -0.003 -0.025
C 0.049 -0.038 0.037
C 0.005 -0.005 -0.007
C -0.040 0.030 0.073
C 0.052 -0.031 -0.141
C -0.006 0.008 0.127
C -0.032 0.024 -0.053
C 0.005 -0.001 0.063
N 0.015 -0.011 -0.041
C -0.060 0.016 0.030
C 0.004 -0.008 -0.049
N 0.078 -0.034 0.012
C 0.059 -0.044 0.093
C -0.043 0.027 -0.062
C 0.029 -0.007 0.078
C -0.014 -0.014 -0.060
N 0.048 -0.014 0.061
C -0.049 0.061 -0.036
C -0.008 -0.135 -0.015
N -0.005 0.093 -0.116
C -0.025 0.000 0.061
C -0.005 -0.020 0.008
C 0.000 -0.011 0.003
C -0.024 -0.006 0.004
H 0.011 -0.008 0.000
H 0.001 -0.007 0.006
H 0.007 0.001 0.006
H -0.003 0.001 0.029
H -0.014 0.009 -0.020
H 0.004 -0.005 -0.021
H -0.002 0.000 -0.001
H -0.086 0.042 -0.040
H 0.009 -0.009 -0.003
H -0.005 -0.008 -0.007
H -0.016 -0.011 0.028
H 0.032 0.006 0.007
H 0.006 -0.006 0.002
H -0.005 0.004 -0.004

=====

Here is the molecule C8H8N2S at a distorted geometry from OMol25. Energies are from ωB97M-V with the def2-TZVPD basis set.

Output
gap between HOMO and LUMO (spin up / spin down): 0.2118 / 0.2737 Eh
2S+1: 3
calculated total energy: -817.13421 Eh
net charge: 0
HOMO (spin up / spin down): -5.115 / -8.582 eV

Each line ends with the Löwdin spin population.
Positions of all 19 atoms, in Å:
C (2.750222, -0.688734, -0.166763)  0.16
C (3.012794, 0.730752, 0.055328)  0.08
C (1.459762, -1.120627, -0.235240)  0.07
C (1.924789, 1.523762, 0.214367)  0.11
C (0.328211, -0.302407, -0.042362)  0.13
C (0.639287, 1.145003, 0.094553)  0.07
C (-2.004283, -0.973625, -0.074473)  0.44
C (-3.281905, -1.538404, 0.214755)  0.10
N (-0.857452, -0.798804, 0.053782)  0.20
N (-0.274316, 2.045459, 0.047751)  0.42
S (-1.972570, 1.887687, -0.139968)  0.16
H (3.577722, -1.374038, -0.366404)  0.01
H (4.056554, 1.177774, -0.007872)  0.00
H (1.171081, -2.232092, -0.277003)  0.00
H (2.150414, 2.599396, 0.231811)  0.00
H (-3.103037, -2.620795, 0.110688)  0.00
H (-4.032704, -1.121998, -0.318335)  0.02
H (-3.471738, -1.417555, 1.201684)  0.02
H (-2.072833, 3.079255, -0.596299)  0.01

Cartesian forces, eV/Å:
C 1.718 2.447 -0.161
C 1.558 -2.748 -0.541
C -2.286 -2.695 0.453
C 2.846 2.654 -0.345
C 4.395 1.971 -0.156
C -2.320 -4.608 -0.052
C -2.448 0.468 -2.805
C 3.012 -2.307 0.247
N 0.914 -0.676 1.838
N -3.404 3.301 -0.173
S 1.704 -1.679 0.616
H -0.312 0.188 0.214
H -1.559 -0.858 0.276
H 0.918 1.633 -0.204
H -0.553 -0.357 0.242
H -0.644 0.177 -0.440
H -2.360 0.853 -2.047
H -0.915 0.422 3.503
H -0.263 1.814 -0.466

=====

Here is a 2-piece molecular cluster, C3H11NO overall at a distorted geometry from OMol25. Energies are from ωB97M-V with the def2-TZVPD basis set.

Output
SMILES string: CCNC.O
gap between HOMO and LUMO: 0.3512 Eh
calculated total energy: -250.82417 Eh
net charge: 0
HOMO: -8.741 eV

Each line ends with the natural charge from an NBO analysis.
Positions of all 16 atoms, in Å:
C (1.366062, -1.312577, -0.478996)  -0.62
C (-0.013578, -0.621937, -0.751203)  -0.21
N (-0.981635, -0.615915, 0.399538)  -0.64
C (-1.818963, 0.735407, 0.283949)  -0.42
H (1.879777, -0.675583, 0.168985)  0.21
H (1.497629, -2.351583, -0.082656)  0.21
H (1.759813, -1.422724, -1.524924)  0.20
H (0.296649, 0.414917, -0.990945)  0.18
H (-0.343365, -1.042490, -1.672553)  0.17
H (-1.603749, -1.450475, 0.497056)  0.37
H (-2.553707, 0.877433, 1.111334)  0.20
H (-2.468838, 0.866843, -0.702236)  0.18
H (-1.083196, 1.518957, 0.407987)  0.17
H (2.108368, 1.652562, 0.868252)  0.46
H (0.616550, 2.029222, 1.024374)  0.46
O (1.342183, 1.397943, 1.442039)  -0.92

Cartesian forces, eV/Å:
C -1.048 -1.435 -1.728
C 0.775 -0.719 1.709
N -1.274 2.286 -1.026
C -0.867 -2.149 -0.582
H 1.332 0.896 0.693
H -1.065 0.757 -0.068
H 0.435 0.543 1.017
H -0.542 -0.407 0.335
H -1.082 -0.343 -0.726
H 0.828 1.111 -0.643
H 0.666 -0.571 -0.399
H 1.667 -0.329 1.707
H -0.072 0.185 -0.403
H -0.686 -0.428 0.845
H 2.125 -2.039 1.540
O -1.190 2.643 -2.271